DFT (ωB97M-V/def2-TZVPD) results for a single C5H6N2O molecule at a distorted geometry.

Geometry as XYZ:
```
14
Properties=species:S:1:pos:R:3:nbo_charge:R:1
C -1.163 0.573 1.188 -0.602
C 0.047 -0.415 -1.607 0.412
C 0.781 0.059 -0.456 0.137
N 1.965 0.666 -0.401 -0.732
C -0.116 -0.380 0.612 -0.242
C -0.993 -1.191 -0.587 0.067
O 0.308 -0.638 -2.760 -0.499
N -1.789 -2.074 -0.564 -0.242
H 2.598 0.599 -1.185 0.411
H 2.218 1.300 0.341 0.402
H 0.387 -0.934 1.413 0.229
H -1.900 0.016 1.765 0.231
H -0.671 1.295 1.848 0.207
H -1.672 1.124 0.395 0.221
```

Results
Lowest unoccupied orbital energy (alpha / beta) (Ha): -0.0385 / -0.0269
Highest occupied orbital energy (alpha / beta) (eV): -8.3 / -8.0
Net charge: 0
Orbital gap (alpha / beta) (Eh): 0.2679 / 0.2675

=====

DFT (ωB97M-V/def2-TZVPD) results for a molecular structure, C22H17F5N4O13TeV.

Geometry as XYZ:
```
63
Properties=species:S:1:pos:R:3:mulliken_spin:R:1
V 0.614 0.812 -0.453 1.991
O 2.984 0.701 2.624 0.005
C 1.867 0.718 2.128 -0.006
O 1.545 0.009 1.073 -0.013
C 0.767 1.501 2.773 0.028
C 0.895 1.775 4.120 -0.001
C -0.133 2.403 4.800 0.001
C -1.296 2.776 4.153 0.001
C -1.401 2.545 2.803 0.003
C -0.387 1.898 2.050 0.001
O -0.534 1.670 0.791 -0.028
N -2.646 2.984 2.163 0.000
O -3.665 2.911 2.831 0.001
O -2.592 3.423 1.036 0.000
N 0.000 2.668 6.229 0.000
O 1.021 2.306 6.782 0.000
O -0.916 3.242 6.790 0.000
H 1.800 1.485 4.634 0.000
H -2.106 3.246 4.690 0.000
O -0.967 -1.512 2.351 0.001
C -1.427 -2.746 1.835 0.003
C -0.389 -3.503 1.020 -0.002
C 0.283 -2.698 -0.103 0.031
C -0.738 -2.092 -1.021 -0.011
C -1.467 -2.937 -1.853 -0.003
C -2.504 -2.435 -2.612 0.003
C -2.811 -1.089 -2.502 -0.002
C -2.018 -0.300 -1.694 0.013
N -0.973 -0.768 -0.991 -0.010
H -0.032 -1.586 2.572 0.000
H -2.297 -2.508 1.219 -0.001
H -1.773 -3.397 2.647 0.000
H -0.887 -4.378 0.591 0.000
H 0.392 -3.888 1.684 0.000
H 0.904 -3.390 -0.676 0.002
H 0.937 -1.938 0.309 -0.015
H -1.212 -3.988 -1.884 0.000
H -3.071 -3.082 -3.269 0.000
H -3.628 -0.641 -3.048 0.000
H -2.206 0.761 -1.609 0.003
F 4.714 2.947 0.266 0.000
Te 4.341 1.091 -0.017 0.004
F 2.167 1.913 -0.609 0.008
F 4.219 -0.810 -0.853 0.000
F 6.146 0.788 0.432 0.000
F 4.746 1.489 -1.790 0.000
O 1.778 -0.479 -1.790 -0.034
O -0.369 2.311 -4.149 0.015
C 0.233 1.620 -3.349 0.004
O -0.011 1.596 -2.086 -0.002
C 1.312 0.683 -3.873 0.016
C 1.603 0.795 -5.232 0.002
C 2.550 0.010 -5.857 0.001
C 3.208 -0.927 -5.083 0.000
C 2.960 -1.086 -3.739 0.000
C 2.009 -0.273 -3.133 -0.012
N 4.210 -1.804 -5.717 0.000
O 4.664 -2.718 -5.059 0.000
O 4.524 -1.560 -6.866 0.000
H 1.046 1.540 -5.782 0.000
H 2.776 0.107 -6.907 0.000
H 3.508 -1.819 -3.165 0.000
H 2.622 -0.831 -1.381 0.004
```

Results
Lowest unoccupied orbital energy (alpha / beta) (Ha): 0.0468 / 0.0465
Highest occupied orbital energy (alpha / beta) (eV): -6.7 / -7.0
<S²>: 2.007
Net charge: -1
Orbital gap (alpha / beta) (Eh): 0.2939 / 0.3032
Multiplicity: 3

=====

DFT (ωB97M-V/def2-TZVPD) results for a single C14H16N2O2 molecule at a distorted geometry.

Geometry as XYZ:
```
34
Properties=species:S:1:pos:R:3:nbo_charge:R:1
C 4.253 -1.264 0.320 -0.642
C 2.790 -1.210 0.616 -0.181
C 1.977 -0.189 0.243 0.079
N 0.609 -0.130 0.498 -0.442
C -0.248 1.038 0.303 0.118
C 0.534 2.163 -0.378 -0.624
C -0.734 1.596 1.660 -0.627
C -1.492 0.637 -0.570 -0.037
C -2.787 0.492 -0.048 -0.176
C -3.818 -0.038 -0.835 -0.213
C -3.591 -0.327 -2.185 -0.209
C -2.377 0.058 -2.762 -0.235
C -1.332 0.546 -1.958 -0.166
C 0.006 -1.205 1.159 0.799
O -1.170 -1.251 1.502 -0.625
N 0.839 -2.266 1.458 -0.625
C 2.211 -2.356 1.282 0.648
O 2.822 -3.353 1.648 -0.604
H 4.662 -2.203 0.692 0.256
H 4.488 -1.223 -0.747 0.218
H 4.821 -0.458 0.792 0.219
H 2.409 0.642 -0.305 0.218
H 1.276 1.800 -1.088 0.207
H -0.158 2.780 -0.968 0.239
H 1.040 2.804 0.362 0.223
H -1.314 0.856 2.225 0.248
H 0.130 1.894 2.271 0.211
H -1.348 2.495 1.471 0.220
H -3.040 0.799 0.970 0.221
H -4.816 -0.168 -0.414 0.217
H -4.373 -0.791 -2.799 0.216
H -2.249 0.029 -3.846 0.214
H -0.405 0.876 -2.436 0.201
H 0.387 -3.076 1.866 0.433
```

Results
Lowest unoccupied orbital energy (Ha): 0.0207
Highest occupied orbital energy (eV): -8.9
Net charge: 0
Orbital gap (Eh): 0.3467
SMILES string: Cc1cn(C(C)(C)c2ccccc2)c(=O)[nH]c1=O

=====

DFT (ωB97M-V/def2-TZVPD) results for a single C10H20O5 molecule at a distorted geometry.

Geometry as XYZ:
```
35
Properties=species:S:1:pos:R:3:nbo_charge:R:1
C -2.002 2.003 -0.145 -0.140
C -0.561 2.256 -0.809 -0.114
O 0.495 3.052 -0.214 -0.530
C 0.799 2.307 1.034 -0.103
C 1.707 1.010 0.822 -0.118
O 2.509 0.909 -0.260 -0.545
C 3.322 -0.250 -0.565 -0.087
C 2.259 -1.340 -0.856 -0.114
O 1.838 -1.895 0.411 -0.577
C 0.658 -2.698 0.431 -0.093
C -0.572 -1.653 0.407 -0.135
O -1.665 -2.376 -0.218 -0.533
C -2.726 -1.600 0.019 -0.085
C -2.448 -0.148 -0.565 -0.132
O -2.287 0.746 0.476 -0.539
H -3.029 2.492 -0.671 0.195
H -1.893 2.694 0.717 0.195
H -0.977 2.592 -1.922 0.209
H -0.216 1.216 -0.845 0.163
H -0.333 2.151 1.507 0.209
H 1.445 3.274 1.670 0.204
H 2.425 0.980 1.632 0.176
H 1.070 0.144 1.135 0.184
H 4.159 -0.650 0.196 0.190
H 4.069 -0.059 -1.429 0.215
H 2.741 -2.298 -1.243 0.198
H 1.412 -0.828 -1.365 0.194
H 0.358 -3.238 -0.543 0.196
H 0.579 -3.346 1.488 0.213
H -0.343 -0.673 -0.148 0.198
H -0.920 -1.464 1.469 0.191
H -3.741 -1.819 -0.310 0.206
H -2.952 -1.316 1.201 0.144
H -3.480 0.241 -1.049 0.169
H -1.697 -0.413 -1.457 0.193
```

Results
Lowest unoccupied orbital energy (Ha): 0.0352
Highest occupied orbital energy (eV): -9.2
Net charge: 0
Orbital gap (Eh): 0.3748
SMILES string: C1COCCOCCOCCOCCO1

=====

DFT (ωB97M-V/def2-TZVPD) results for a molecular structure, C29H48NP3PtSSe at a distorted geometry.

Geometry as XYZ:
```
84
Properties=species:S:1:pos:R:3:mulliken_spin:R:1
Pt -0.521 0.630 -0.694 0.703
P -0.621 2.474 1.726 0.081
P -2.651 0.191 -1.539 0.146
P 0.095 2.335 -2.012 0.159
H 4.433 -0.584 -0.212 -0.004
C 4.494 0.493 -0.415 -0.002
C 4.260 1.383 0.565 0.004
H 4.097 1.042 1.599 0.000
C -0.409 1.386 3.141 0.023
C -2.344 2.956 1.590 0.015
C 0.481 3.875 1.860 0.003
C -2.691 -0.938 -2.979 0.022
C -3.762 -0.595 -0.327 0.041
C -3.609 1.648 -2.100 0.015
C 1.815 2.906 -1.795 0.084
C -0.823 3.908 -1.914 0.004
C 0.042 1.875 -3.774 0.011
H 4.670 0.816 -1.451 0.002
H 4.354 2.462 0.386 0.000
H 0.597 0.940 3.134 -0.005
H -1.161 0.588 3.077 -0.006
H -0.559 1.947 4.074 0.006
H -2.988 2.075 1.441 -0.003
H -2.490 3.662 0.757 -0.001
H -2.653 3.455 2.528 0.005
H 1.512 3.542 2.029 -0.001
H 0.159 4.470 2.724 0.005
H 0.447 4.506 0.965 -0.001
H -3.711 -1.047 -3.377 0.004
H -2.313 -1.920 -2.670 0.000
H -2.022 -0.565 -3.763 -0.001
H -4.809 -0.356 -0.545 0.001
H -3.519 -0.245 0.680 -0.004
H -3.636 -1.681 -0.361 0.003
H -4.630 1.329 -2.349 0.003
H -3.154 2.098 -2.991 0.002
H -3.660 2.392 -1.296 -0.002
H 2.009 3.672 -2.562 0.006
H 2.519 2.075 -1.907 -0.026
H 1.950 3.347 -0.802 -0.005
H -0.377 4.588 -2.656 0.004
H -0.723 4.352 -0.913 -0.004
H -1.883 3.753 -2.155 0.000
H 0.589 2.642 -4.342 0.002
H -0.993 1.833 -4.129 0.000
H 0.512 0.889 -3.921 0.010
C 2.372 -1.750 -4.005 0.223
C 3.613 -1.626 -3.324 0.070
C 4.820 -1.815 -3.985 0.038
C 4.835 -2.099 -5.364 0.197
C 3.617 -2.173 -6.072 0.033
C 2.410 -1.994 -5.403 0.050
Se 0.790 -1.658 -3.062 1.367
H 0.026 1.686 0.644 0.090
H 3.575 -1.384 -2.264 -0.047
H 5.753 -1.741 -3.419 0.005
H 5.787 -2.267 -5.872 0.001
H 3.621 -2.374 -7.146 0.005
H 1.462 -2.050 -5.936 -0.018
N 0.021 -0.767 0.629 0.570
S -0.658 -2.146 1.256 0.070
C 0.609 -2.571 2.486 0.005
C 0.358 -3.750 3.219 0.008
C 1.107 -4.037 4.359 0.001
C 2.147 -3.179 4.746 0.001
C 2.467 -2.078 3.955 0.007
C 1.721 -1.781 2.802 0.007
C -2.046 -2.057 2.490 0.043
C -1.889 -1.573 3.791 0.002
C -2.990 -1.513 4.654 0.003
C -4.214 -2.057 4.252 -0.003
C -4.341 -2.662 2.999 0.003
C -3.251 -2.674 2.127 -0.004
H 1.031 -0.900 0.615 -0.031
H -0.472 -4.396 2.928 -0.002
H 0.863 -4.914 4.962 0.000
H 2.716 -3.390 5.654 0.000
H 3.295 -1.425 4.234 0.001
H 1.998 -0.916 2.204 0.003
H -0.906 -1.246 4.134 0.003
H -2.882 -1.059 5.642 0.001
H -5.082 -1.997 4.912 0.000
H -5.286 -3.119 2.687 0.000
H -3.318 -3.149 1.146 -0.002
```

Results
Lowest unoccupied orbital energy (alpha / beta) (Ha): -0.3948 / -0.5145
Highest occupied orbital energy (alpha / beta) (eV): -18.1 / -19.1
<S²>: 6.038
Net charge: +4
Orbital gap (alpha / beta) (Eh): 0.2721 / 0.1863
Multiplicity: 5

=====

DFT (ωB97M-V/def2-TZVPD) results for a molecular structure, C2ClF5O2S at a distorted geometry.

Geometry as XYZ:
```
11
Properties=species:S:1:pos:R:3:nbo_charge:R:1
C -0.347 0.768 -0.078 0.601
C -1.542 -0.251 0.114 0.596
O 1.915 -1.043 1.174 -0.854
O 1.856 -1.121 -1.356 -0.846
F -0.366 1.662 0.928 -0.288
F -0.240 1.447 -1.209 -0.280
F -2.151 0.116 1.249 -0.293
F -2.503 -0.067 -0.835 -0.296
F 2.617 0.933 -0.153 -0.502
S 1.688 -0.481 -0.091 2.153
Cl -0.928 -1.962 0.259 0.009
```

Results
Lowest unoccupied orbital energy (Ha): -0.0575
Highest occupied orbital energy (eV): -11.4
Net charge: 0
Orbital gap (Eh): 0.3607

=====

For reference, ΔE to the lowest compared entry with this formula, charge and spin by record: 3.330 0.000 0.492 7.827 1.095 0.716 eV.